Entry 1:
The following is a DFT calculation (ωB97M-V with the def2-TZVPD basis set) of a structure of composition C5H8O in a non-equilibrium geometry.

## Properties
- Energy above the lowest of the compared OMol25 structures with the same formula, charge and spin: 237.87 kJ/mol
- HOMO energy: -0.328 hartree
- Kohn-Sham gap: 10.0 eV
- E: -7359.78997 eV
- E_LUMO: 0.041 Ha

Structure (XYZ):
```
14
C5H8O (ωB97M-V with the def2-TZVPD basis set)
C 1.604 -0.277 0.483
C 0.657 0.552 -0.342
C -0.638 0.064 -0.930
C -1.342 -0.840 0.071
O -1.250 0.160 1.111
C -0.696 1.070 0.168
H 1.126 -0.945 1.198
H 2.328 0.344 1.031
H 2.092 -0.890 -0.280
H 1.171 1.279 -0.976
H -0.890 0.158 -1.975
H -0.855 -1.781 0.351
H -2.390 -1.022 -0.186
H -0.918 2.124 0.268
```

Entry 2:
The following is a DFT calculation (ωB97M-V with the def2-TZVPD basis set) of a cluster of 2 separate species, C5H8O in total.

## Properties
- Energy above the lowest of the compared OMol25 structures with the same formula, charge and spin: 285.29 kJ/mol
- SMILES: C=C1CC1.C=O
- HOMO energy: -0.363 hartree
- Kohn-Sham gap: 10.8 eV
- E: -7359.29847 eV
- E_LUMO: 0.035 Ha

Structure (XYZ):
```
14
C5H8O (ωB97M-V with the def2-TZVPD basis set)
O -2.241 1.220 -0.516
C -1.351 1.795 0.058
C 0.597 -0.280 1.608
C 0.558 -0.634 0.336
C 1.166 -0.576 -0.999
C -0.138 -1.335 -0.746
H -1.438 2.118 1.112
H 1.408 0.327 2.002
H -0.171 -0.604 2.306
H -0.393 2.043 -0.438
H 1.108 0.352 -1.565
H 2.068 -1.156 -1.184
H -1.058 -0.894 -1.126
H -0.106 -2.422 -0.769
```

Entry 3:
The following is a DFT calculation (ωB97M-V with the def2-TZVPD basis set) of the molecule C5H8O.

## Properties
- Energy above the lowest of the compared OMol25 structures with the same formula, charge and spin: 217.16 kJ/mol
- SMILES: CC#CCCO
- HOMO energy: -0.351 hartree
- Kohn-Sham gap: 10.5 eV
- E: -7360.00454 eV
- E_LUMO: 0.035 Ha

Structure (XYZ):
```
14
C5H8O (ωB97M-V with the def2-TZVPD basis set)
C -0.486 -0.512 -2.548
C -0.157 0.303 -1.378
C 0.339 0.742 -0.367
C 0.984 0.639 0.950
C -0.031 0.261 2.030
O -0.791 -0.864 1.674
H -1.149 -1.330 -2.259
H -0.940 0.002 -3.399
H 0.436 -0.987 -2.891
H 1.653 -0.211 0.802
H 1.604 1.479 1.280
H 0.491 -0.024 2.943
H -0.664 1.124 2.284
H -1.288 -0.622 0.880
```

Entry 4:
The following is a DFT calculation (ωB97M-V with the def2-TZVPD basis set) of a cluster of 2 separate species, C5H8O in total.

## Properties
- Energy above the lowest of the compared OMol25 structures with the same formula, charge and spin: 423.35 kJ/mol
- SMILES: C[C@]12C=C[C@H]1O2.[H][H]
- HOMO energy: -0.339 hartree
- Kohn-Sham gap: 10.3 eV
- E: -7357.86760 eV
- E_LUMO: 0.040 Ha

Structure (XYZ):
```
14
C5H8O (ωB97M-V with the def2-TZVPD basis set)
C 0.530 1.568 -1.393
C 0.090 0.360 -0.635
C 0.035 0.145 0.885
C 0.374 -1.143 0.769
C 0.433 -1.048 -0.755
O -0.841 -0.563 -1.217
H 1.482 1.934 -0.994
H -0.206 2.374 -1.306
H 0.657 1.327 -2.451
H -2.043 -1.084 3.200
H -0.307 0.768 1.705
H 0.441 -1.974 1.461
H -1.727 -1.149 2.532
H 1.072 -1.551 -1.471
```

Entry 5:
The following is a DFT calculation (ωB97M-V with the def2-TZVPD basis set) of the molecule C5H8O.

## Properties
- Energy above the lowest of the compared OMol25 structures with the same formula, charge and spin: 489.15 kJ/mol
- HOMO energy: -0.330 hartree
- Kohn-Sham gap: 8.6 eV
- E: -7357.18560 eV
- E_LUMO: -0.013 Ha

Structure (XYZ):
```
14
C5H8O (ωB97M-V with the def2-TZVPD basis set)
C 0.323 -1.284 -1.072
C -0.066 0.191 -1.006
C -1.500 0.314 1.560
C -0.193 0.841 1.656
O 1.016 0.133 1.267
C 0.432 0.888 0.261
H -0.089 -1.852 -0.233
H 1.411 -1.401 -1.039
H -0.045 -1.728 -2.002
H 0.376 0.720 -1.858
H -1.426 -0.717 1.167
H -1.150 0.314 -1.110
H 0.019 1.714 2.271
H 0.906 1.858 0.088
```

Entry 6:
The following is a DFT calculation (ωB97M-V with the def2-TZVPD basis set) of a cluster of 2 separate species, C5H8O in total.

## Properties
- Energy above the lowest of the compared OMol25 structures with the same formula, charge and spin: 257.89 kJ/mol
- SMILES: CCC=O.C#C
- HOMO energy: -0.368 hartree
- Kohn-Sham gap: 11.0 eV
- E: -7359.58239 eV
- E_LUMO: 0.035 Ha

Structure (XYZ):
```
14
C5H8O (ωB97M-V with the def2-TZVPD basis set)
C -0.701 -1.442 0.239
C -1.095 -0.059 -0.295
C -1.204 0.948 0.819
O -0.627 2.012 0.850
C 2.099 1.127 -0.492
C 2.878 0.287 -0.864
H 0.152 -1.377 0.922
H -0.409 -2.093 -0.589
H -1.530 -1.922 0.768
H -0.371 0.305 -1.028
H -2.076 -0.121 -0.785
H -1.860 0.652 1.666
H 1.368 1.836 -0.154
H 3.582 -0.445 -1.191
```